172
Properties=species:S:1:pos:R:3:forces:R:3 method="wB97M-V/def2-TZVPD" homo_energy_ev=-10.104 charge=+1 multiplicity=1 e_tot_ha=-5082.702089 homo_lumo_gap_ev=7.55 e_lumo_ev=-2.55
H -7.4634 1.3523 -2.7285 -0.04 -0.01 -0.03
C -4.8702 -5.9589 2.0401 0.02 0.21 0.02
H 0.5587 -2.9667 -4.3996 0.06 0.12 -0.07
N 2.7054 -0.0120 1.2461 0.63 0.61 -0.31
H -0.6328 4.3899 -5.2383 -0.01 0.04 0.00
C 10.3970 -2.2551 6.6625 -0.05 -0.18 0.17
H 10.4029 -0.6716 4.3528 0.08 0.01 0.01
N 2.2845 -0.5993 -0.9261 -0.20 -0.38 0.38
H 0.2916 -3.2826 -2.6742 -0.15 0.05 -0.08
B 4.4345 -1.7219 2.1213 0.35 -0.07 0.26
C 7.3954 0.8262 7.6859 -0.05 0.11 0.19
N -2.3100 4.9013 -8.1997 -0.07 -0.16 0.09
H -3.8686 2.1800 -2.4605 -0.06 -0.02 0.02
H -5.9716 1.3024 0.1100 -0.03 0.08 -0.10
C -4.8906 1.9580 -2.1460 0.12 -0.09 -0.09
H -0.6789 1.6097 3.4595 -0.06 0.08 0.06
C -7.0166 -5.2567 4.5555 0.05 -0.06 0.06
H -5.1714 5.4166 -8.6021 0.01 0.04 -0.07
O 4.0254 -4.0168 -0.5666 -0.13 0.13 -0.53
H -7.1143 -0.7689 -1.8405 0.00 -0.04 0.06
C 1.0285 -0.9710 -1.6075 0.10 0.52 -0.57
N 3.6413 3.3229 0.9074 -0.49 0.06 0.25
H -3.2296 5.1436 -7.8563 -0.01 0.03 -0.03
H 8.6114 -1.6321 7.6179 0.03 -0.10 0.07
H -5.9152 -7.6472 2.7972 -0.04 0.00 0.01
H 11.4436 -1.9588 6.5491 -0.02 0.08 -0.03
H 0.3997 -0.0817 -1.5972 0.07 0.04 0.10
H 7.9321 -0.0253 4.9515 0.03 -0.15 0.03
H -4.2666 -3.6969 4.5458 -0.02 -0.10 -0.02
N 5.1595 -2.9489 1.9429 -0.23 0.16 0.42
H -4.3737 4.5481 -6.2192 0.00 -0.07 -0.08
H -2.7450 -3.4817 5.4050 0.04 0.00 -0.02
H -2.4283 2.7776 -8.0438 0.03 -0.09 -0.08
C -8.3484 2.2895 -1.1647 0.13 -0.14 -0.12
H -7.0223 -5.2094 5.6429 0.02 -0.02 0.00
H -2.9962 -4.9429 4.4316 -0.04 -0.02 -0.03
H 4.6043 -4.9411 2.3743 0.16 -0.05 0.02
H -2.2109 -4.9000 2.3355 -0.10 -0.03 0.05
H 9.1732 1.0678 8.8510 -0.03 -0.04 0.02
O -5.9958 -6.1605 4.1790 -0.05 0.15 -0.04
H -5.6920 4.8247 -10.1981 0.00 0.03 0.00
H -7.9972 -5.5995 4.2149 -0.01 0.02 -0.01
H -3.9465 -6.2175 2.5755 -0.01 -0.12 -0.03
P 4.5748 -1.5554 -1.8303 -0.12 -0.92 -0.59
H -1.5762 1.7084 -2.8472 0.15 -0.09 -0.27
H 10.0733 -1.3776 8.5840 -0.01 -0.01 0.01
H -5.2197 2.7319 -1.4480 -0.06 0.01 -0.01
C -1.4580 0.8719 3.2719 0.47 -0.54 -0.58
O -3.8500 1.7915 2.6271 -0.08 -0.47 0.17
O 6.8599 1.0292 6.3889 0.00 -0.10 -0.01
N 9.7828 0.0793 7.1218 -0.12 -0.10 -0.03
H -0.3940 -0.9490 3.5371 0.08 -0.05 -0.05
H -0.5184 1.8955 -0.7824 -0.09 0.04 0.00
H 2.2272 4.2158 -3.0184 -0.03 0.03 -0.01
O -2.6310 4.4852 -5.0735 -0.01 -0.11 -0.10
C -1.3465 5.0549 -7.1175 -0.11 0.17 -0.09
H -5.5712 -0.3994 0.0140 0.00 -0.01 -0.01
O 0.1390 -0.5854 -3.8119 0.12 0.07 0.30
H -6.9817 -6.3094 2.3519 0.02 0.09 0.00
O 9.7607 -2.3687 5.3928 0.06 0.12 -0.06
H 4.1129 -4.4183 -1.4415 0.10 -0.15 0.10
C 1.1433 -1.3364 -3.1042 -0.74 0.07 -0.31
C -0.8307 -0.4059 2.6971 0.07 0.17 0.15
C -3.1900 -3.8695 4.4889 0.03 0.14 0.07
O 1.2601 3.0925 1.5725 -0.23 -0.77 -0.26
O 1.6972 -3.7008 -0.3268 0.24 -0.10 0.37
H -0.1581 -0.4780 0.6709 -0.04 0.35 -0.15
C -1.0814 2.6707 -2.7393 -0.04 0.30 0.49
H -9.2210 4.2064 -1.4502 -0.02 0.01 -0.04
H 6.9202 1.5777 8.3207 -0.01 0.01 -0.03
H -1.6116 -1.0442 2.2921 -0.01 -0.08 0.14
H -4.4868 3.7828 -4.6379 0.03 0.00 0.02
C 1.5804 -0.7282 1.8760 -0.47 -0.01 0.43
O -7.8291 3.9053 -2.9002 0.01 -0.13 -0.11
H -3.6860 2.9221 -5.9682 0.01 0.00 -0.06
H 9.1286 2.0193 7.3774 -0.01 0.02 0.05
H -3.5611 4.2112 -10.4797 0.00 0.06 0.06
H 1.7637 -0.7653 2.9485 0.15 0.13 -0.02
H 0.4867 -1.7325 -1.0445 0.23 -0.16 -0.01
O 4.2794 -1.1205 3.3654 -0.75 -0.06 -0.51
C -0.1993 2.6773 -1.4791 0.09 -0.21 0.32
H -0.3424 4.8961 -7.5252 0.00 -0.06 0.02
O -2.5653 0.6902 0.8516 0.35 -0.37 0.04
H -7.6694 2.5151 -4.4559 -0.07 -0.02 -0.03
C -2.3600 3.5732 -8.7985 -0.03 0.17 0.15
H 7.0845 -3.6717 2.3493 0.01 0.01 0.03
H 4.1046 -0.0105 -3.1418 0.14 0.25 -0.08
B 2.3245 2.7173 0.8178 0.63 0.19 0.59
H 5.3694 -4.0731 3.7468 0.01 -0.10 0.00
S -2.5299 1.6829 2.0938 -1.04 1.51 0.28
H 6.9261 -1.0254 6.0347 0.06 -0.01 0.00
C 4.7037 -3.9832 2.8851 -0.01 0.14 0.06
C -3.8585 -3.8218 1.3646 -0.20 0.10 -0.02
H -3.4658 2.4629 -10.2346 -0.03 0.02 -0.03
H -6.8415 -4.2462 4.1684 -0.07 0.00 -0.05
H -4.8233 -6.4225 1.0502 0.01 -0.01 0.00
H 11.5149 -2.0611 4.3212 0.02 0.02 -0.01
H 1.5210 -1.7710 1.5346 0.17 0.02 -0.02
C -5.5760 4.5549 -9.1450 -0.02 -0.08 0.04
H -9.7050 3.0296 -2.6777 0.05 -0.07 -0.03
C 9.6578 -1.3001 7.5750 -0.05 0.20 -0.12
H -1.7969 -3.3734 1.5716 0.01 0.01 0.01
H 10.0021 -2.1091 3.3987 -0.01 -0.01 0.01
H -0.5141 2.9075 -3.6361 -0.06 -0.14 -0.11
C -3.8463 3.9029 -5.5130 -0.05 0.10 0.20
H -1.4703 3.1132 -6.1037 -0.10 0.01 -0.06
H -1.4420 3.4115 -9.3716 0.01 -0.01 0.00
C 8.9031 1.0333 7.7908 0.15 0.04 -0.13
C -6.0231 -6.5597 2.8154 0.08 -0.23 -0.02
H 1.9073 -3.3529 -3.3305 0.00 0.08 -0.03
C 6.9911 -0.0690 5.5083 -0.06 0.17 -0.15
C -5.9153 0.4517 -0.5790 0.09 -0.19 0.19
H 4.2269 2.9175 1.6321 0.29 -0.19 -0.38
N -8.0058 1.0884 -1.9172 0.12 0.12 0.07
H -2.0043 0.6990 4.1944 -0.33 -0.02 -0.18
H 0.3052 1.0053 1.5252 0.10 -0.03 -0.08
O -4.7733 3.4003 -8.9946 0.00 0.15 0.02
C -3.5511 3.4239 -9.7205 0.08 -0.23 -0.07
C 2.3718 3.8973 -1.9844 -0.18 0.05 0.16
H -0.2806 3.6051 -0.9100 0.07 0.06 -0.08
O -2.6038 -3.1703 3.4007 0.03 -0.01 -0.01
O 4.6894 -0.0540 -2.3696 0.03 -0.12 0.35
H -7.2298 4.1936 -4.8128 0.00 0.02 0.02
H 3.4421 3.7952 -1.8140 0.00 -0.01 0.02
H 3.6393 -1.5548 3.9362 0.34 -0.01 0.38
H -1.8575 3.4277 -2.6376 0.01 0.02 -0.12
H -1.3937 6.0978 -6.7940 0.06 0.00 0.02
C 0.2173 -0.0760 1.6108 -0.13 -0.54 0.20
H -7.4885 2.6980 -0.6165 -0.07 0.07 0.08
H 7.0830 -0.1512 8.0736 0.05 -0.05 -0.07
H 6.1800 -0.0163 4.7811 -0.04 0.02 0.06
C 10.4623 -1.7656 4.3248 -0.08 -0.06 0.00
C -1.5006 4.1857 -5.8723 0.20 0.05 0.04
H -7.9066 -0.2818 -0.3520 0.02 0.04 0.04
H -9.1210 2.0380 -0.4323 0.00 0.01 0.01
H 6.9868 -2.6643 0.9262 0.08 0.19 0.05
H 3.5480 4.3110 1.1287 0.09 -0.04 0.15
H 10.3766 -3.2483 7.1183 0.03 -0.01 -0.03
C 3.2973 -1.5879 -0.4555 1.27 0.76 -0.16
C 0.9605 -2.8158 -3.4009 0.33 -0.33 0.35
H 1.1625 -3.3520 0.3907 -0.26 0.19 -0.28
H 6.9540 -1.9267 2.5694 0.01 0.03 -0.01
H 2.0824 -0.9626 -3.5029 0.06 -0.06 0.01
P 1.5486 2.2720 -1.8813 0.12 -0.43 -0.71
N 2.0851 1.6858 -0.2643 -0.39 0.58 -0.06
H -3.6480 -4.1947 0.3563 0.04 -0.04 0.01
C 2.3174 0.4400 -0.0466 -0.43 -0.66 0.10
H 3.7099 -3.7512 3.2880 -0.03 0.01 -0.10
C 3.8284 -0.8910 0.8809 -0.68 -0.04 0.08
H -4.1332 -2.7680 1.2593 0.05 0.01 -0.04
Cl 5.2000 0.2968 0.6106 0.14 -0.14 0.01
C -8.8640 3.3834 -2.0745 -0.06 0.14 0.20
H -8.9380 3.7480 -4.6514 -0.01 -0.02 -0.02
H -2.9908 1.1480 0.1033 -0.20 -0.13 -0.01
O -4.8861 0.6702 -1.5454 0.13 0.21 0.21
H 1.5002 3.2420 2.4928 -0.01 0.66 -0.08
H 6.5679 -1.1493 -1.2255 0.17 -0.16 0.13
H -5.2913 -4.1120 2.7645 -0.04 0.00 -0.01
O 4.1184 -2.4607 -2.8976 -0.30 -0.01 0.10
C -7.9310 3.5630 -4.2678 0.05 0.07 0.05
C -7.2703 0.0775 -1.1666 -0.07 -0.02 -0.25
H -6.5574 4.3229 -8.7346 0.01 -0.02 0.00
H 9.6057 0.1160 6.1274 0.03 0.01 0.00
H -0.7241 -0.9318 -3.5562 -0.03 -0.07 -0.15
O 6.0104 -1.9404 -1.2757 -0.20 0.72 -0.05
C 6.6280 -2.7676 1.9493 -0.12 -0.41 -0.46
H -5.5189 1.9857 -3.0389 -0.06 0.07 0.04
N -5.0297 -4.5184 1.8762 0.12 -0.06 0.14
C -2.5648 -3.8750 2.1734 0.12 0.03 -0.11
H 1.9406 4.6616 -1.3354 0.10 0.00 0.07
O -1.9265 2.9073 1.6539 0.51 -0.20 -0.17
B 2.9585 -3.1780 -0.4492 -0.04 -0.27 0.49